{"formula": "C3H6O2", "method": "wB97M-V/def2-TZVPD", "homo_energy_ev": -9.82, "gap_ev": 10.6, "e_above_lowest_kj_mol": 118.3, "smiles": "O=CCCO", "elements": ["O", "C", "C", "C", "O", "H", "H", "H", "H", "H", "H"], "positions_angstrom": [[1.445840, -0.961188, -0.533979], [0.404090, -0.854705, 0.424112], [-0.030017, 0.608404, 0.497503], [-1.023712, 0.996985, -0.566106], [-1.901133, 1.813009, -0.418973], [1.165936, -1.528499, -1.256626], [0.787961, -1.170498, 1.401740], [-0.433963, -1.522781, 0.177817], [0.890716, 1.170841, 0.299117], [-0.413946, 0.908723, 1.477146], [-0.893150, 0.477917, -1.542566]], "forces_ev_per_angstrom": [[0.040, -0.226, -0.239], [-0.229, 0.038, 0.229], [0.009, 0.068, 0.077], [-0.138, 0.196, 0.044], [0.345, -0.363, -0.061], [0.054, -0.015, 0.051], [-0.026, 0.052, -0.172], [0.124, 0.153, 0.024], [-0.132, 0.132, 0.105], [0.014, -0.094, -0.130], [-0.062, 0.059, 0.072]]}